Entry 1:
The following is a DFT calculation (ωB97M-V/def2-TZVPD) of a molecular structure, C55H85B2N13S4Sc.

Results
Kohn-Sham gap: 7.30 eV
LUMO energy: -2.835 eV
total charge: +1

Geometry (Å):
C (-6.077, 3.389, 0.215)
H (2.734, 6.350, -0.732)
H (-3.522, -0.877, -1.746)
C (2.853, 4.309, -1.270)
C (-1.099, 6.950, -1.335)
H (4.518, -5.806, 0.811)
H (-3.155, 5.137, -5.391)
H (-3.947, -2.984, -0.526)
N (1.044, -1.971, 2.956)
H (4.757, 3.508, -0.764)
H (-1.518, 5.412, 0.820)
C (1.840, -0.145, 3.897)
C (-3.521, 2.246, 0.906)
N (1.993, -3.952, 1.686)
C (2.653, -5.122, 1.772)
C (4.693, -3.131, -0.590)
H (-1.291, 7.050, 1.468)
C (4.281, 0.581, 1.912)
S (0.426, -1.065, -2.778)
H (-1.440, -3.125, -2.259)
C (2.090, 3.104, -1.495)
C (2.798, 0.946, 1.749)
H (-0.678, 1.403, -6.746)
H (-3.499, 3.401, -5.320)
C (-1.620, -5.374, 3.380)
C (-0.156, 0.308, -5.020)
S (2.781, 1.618, -1.869)
N (0.098, 4.334, -0.986)
H (3.266, -5.558, 4.394)
H (-4.400, 5.541, -0.152)
N (0.938, -3.671, -1.349)
C (-0.174, -2.901, 5.703)
H (4.481, -0.401, 1.477)
H (-1.881, -0.823, -1.110)
C (2.246, -2.389, 6.199)
C (4.339, 4.277, -1.415)
H (-2.887, -4.060, 4.584)
H (-1.772, 7.728, -0.964)
H (2.149, 0.577, 4.638)
C (-2.457, -3.404, -1.993)
H (-3.265, -0.659, -0.005)
C (-4.960, 3.540, -0.815)
H (-0.824, 5.985, -5.616)
C (2.526, 2.380, 2.195)
H (-6.987, 3.834, -0.186)
H (-2.167, 2.998, -7.417)
C (3.730, -3.778, 0.368)
C (-0.876, 2.607, -4.953)
H (1.227, -6.050, 3.030)
C (-4.697, 5.031, -1.072)
C (2.213, -6.277, 2.625)
H (-1.676, -7.532, 3.593)
C (4.080, -2.925, -1.980)
C (5.985, -3.936, -0.685)
H (-0.697, -5.292, 3.950)
S (1.159, -6.362, -1.988)
H (-0.854, -6.983, 2.119)
S (0.120, 0.817, -0.048)
H (-3.111, -3.143, -2.827)
H (0.557, 4.876, -5.597)
H (4.564, 0.550, 2.966)
H (-2.684, -5.687, 5.243)
H (3.052, 3.083, 1.545)
H (-1.945, -0.257, 2.271)
C (-3.667, 2.881, -0.354)
H (3.764, -3.877, -2.411)
H (-1.005, -2.695, 5.025)
C (0.814, 7.826, 0.017)
C (3.772, -5.041, 0.955)
C (3.183, -6.468, 3.795)
H (6.718, -3.397, -1.285)
H (3.209, -2.269, -1.955)
C (0.955, -1.880, 5.542)
H (-1.831, 4.725, -7.519)
H (-2.487, -4.487, -1.859)
H (5.805, -4.903, -1.160)
H (1.556, 7.631, 0.797)
C (-0.780, 6.188, 1.032)
H (1.457, 2.609, 2.151)
H (-3.741, -5.424, 3.854)
C (-2.916, -2.682, -0.721)
B (-0.178, 2.012, -1.564)
H (-0.443, -1.775, -5.427)
C (-0.057, 6.603, -0.262)
H (-1.689, 6.069, -1.592)
C (-1.391, 3.895, -5.586)
H (-2.752, 4.211, -3.927)
H (3.022, -1.623, 6.193)
C (-2.380, 1.555, 1.230)
H (-5.602, 5.507, -1.452)
H (1.215, -1.239, -5.540)
C (-2.141, -3.161, 0.478)
H (-0.551, -2.859, 6.727)
H (-1.247, 1.182, 3.002)
H (-5.535, 1.786, -1.983)
H (-4.328, 2.302, 1.625)
C (1.977, -0.054, 2.512)
C (-0.449, 5.046, -5.203)
H (-6.293, 2.339, 0.432)
N (-0.713, 2.644, -3.668)
C (2.184, 5.433, -0.903)
H (4.810, -2.461, -2.644)
H (1.332, 8.166, -0.883)
H (6.415, -4.112, 0.302)
N (-0.551, -3.624, 1.904)
H (-6.330, 3.289, -2.470)
C (-2.631, -4.098, 1.375)
C (-2.791, 4.178, -5.017)
H (3.077, -7.843, 1.393)
N (-0.867, -2.857, 0.805)
N (-1.571, 2.303, -0.872)
H (0.644, -0.984, 6.082)
C (-0.023, 0.352, -3.587)
C (-2.137, 0.798, 2.497)
H (-0.073, 5.798, 1.769)
C (-1.410, 1.576, 0.228)
H (2.841, -7.277, 4.442)
B (0.819, -3.464, 2.611)
H (0.181, 8.645, 0.363)
C (1.252, -1.374, 4.149)
H (2.871, 2.545, 3.219)
H (-3.903, 5.157, -1.810)
C (-1.601, -4.371, 2.262)
H (1.432, -7.403, 0.933)
H (-5.845, 3.904, 1.151)
N (-2.673, 2.925, -1.220)
H (4.178, -6.724, 3.426)
H (1.717, -8.370, 2.393)
N (0.744, 3.225, -1.377)
H (-0.493, 3.578, -7.551)
C (0.186, -0.948, -5.758)
C (-2.894, -1.165, -0.900)
N (-0.286, 1.549, -3.010)
H (4.931, -2.143, -0.187)
C (2.100, -7.550, 1.783)
H (0.174, -3.917, 5.527)
Sc (0.990, -2.081, -0.094)
C (-1.693, -6.790, 2.792)
H (-2.616, -6.920, 2.225)
H (-4.633, 3.007, -2.899)
C (-5.387, 2.860, -2.127)
H (0.840, -4.112, 3.598)
H (4.910, 1.316, 1.406)
H (-3.622, -4.526, 1.380)
H (-0.386, 5.141, -4.118)
H (2.626, -3.262, 5.663)
H (2.051, -2.677, 7.234)
C (-2.804, -5.115, 4.321)
C (-0.579, 1.421, -5.669)
N (2.657, -3.123, 0.816)
C (1.045, -4.825, -1.612)
H (2.569, 0.865, 0.690)
N (1.443, -1.137, 1.946)
C (0.772, 5.413, -0.742)
C (-1.471, 3.782, -7.107)
H (0.066, -0.806, -6.831)
H (-2.987, 0.868, 3.173)
H (-0.616, 7.322, -2.242)
H (4.615, 3.996, -2.432)
H (4.776, 5.245, -1.174)

Atoms 1-2, force components in eV/Å:
0.01 0.01 0.02
-0.02 -0.06 0.02

Here are the Mulliken charges for atoms 1 to 99, given in e: -2.317 0.631 0.531 0.278 -1.362 0.586 0.448 0.580 0.362 0.235 0.113 -0.971 -0.280 1.111 -0.400 1.065 0.456 -1.523 0.312 -0.014 1.258 2.832 0.598 0.424 1.534 0.222 -0.393 -0.156 0.255 0.331 -0.666 -1.335 0.208 -0.608 -1.404 -1.763 0.367 0.460 0.671 -1.236 0.242 2.329 0.448 -1.859 0.439 0.453 -0.417 -0.285 -0.791 -1.425 1.672 0.426 -1.213 -1.931 -0.078 -0.381 0.298 1.358 0.447 0.408 0.349 0.421 0.324 -0.114 -0.622 0.270 0.148 -2.326 -0.053 -1.474 0.478 0.159 0.207 0.427 0.381 0.328 0.445 -1.430 0.229 0.391 0.073 -1.840 0.306 2.261 -0.055 2.441 0.046 0.404 -0.306 0.457 0.342 -0.435 0.521 0.278 0.322 0.653 -0.771 -1.532 0.454


Entry 2:
The following is a DFT calculation (ωB97M-V/def2-TZVPD) of 12 unconnected molecules or ions with the total composition C55H91BClO24S.

Results
Kohn-Sham gap: 9.31 eV
LUMO energy: -2.010 eV
total charge: +1

Geometry (Å):
C (-4.927, 3.430, -1.213)
C (0.962, -0.848, -14.023)
H (0.080, 1.437, -9.902)
H (-0.118, 3.353, -8.379)
H (-2.157, 4.123, -1.353)
C (8.212, -1.856, 5.781)
O (7.786, -2.845, 3.576)
C (3.681, -4.131, 3.123)
H (7.171, -2.774, 7.430)
C (3.083, -5.499, 3.521)
Cl (0.675, -2.093, 2.796)
H (4.043, -4.689, 1.101)
H (2.517, -3.861, 1.297)
C (-7.592, 2.495, 2.526)
H (2.799, -2.391, 7.105)
H (-7.024, 1.102, 4.135)
H (1.595, -0.719, -0.519)
H (-6.525, -3.017, 1.856)
C (1.653, 4.201, 5.610)
O (3.753, 4.342, 4.551)
C (-6.392, -5.863, 4.989)
H (-2.129, 8.184, 3.418)
H (1.768, -2.397, -0.077)
H (4.997, 4.673, -6.985)
H (2.151, 2.105, 6.129)
H (-2.154, 8.199, 5.188)
C (-5.440, 2.465, 3.503)
H (2.773, -5.866, 6.569)
H (-7.595, 1.657, 1.825)
H (1.258, -0.624, -3.839)
H (0.521, -4.307, 6.401)
H (7.369, -1.036, 7.654)
H (4.752, -4.109, 3.351)
H (1.102, -2.703, -12.830)
H (-7.667, -1.867, 1.153)
H (-5.894, 3.084, -0.864)
C (7.189, -1.813, 6.916)
O (3.539, 5.256, -9.214)
H (4.408, -1.092, 4.100)
H (-0.833, 0.467, 1.487)
O (-1.042, -2.343, -1.158)
O (-4.433, 2.503, -2.209)
H (1.075, -2.030, 7.235)
H (-1.815, 2.663, -0.408)
O (6.081, -2.281, 4.892)
C (5.498, 2.444, -9.371)
C (4.325, -2.607, 1.182)
O (0.572, -2.200, -2.676)
O (-1.343, 5.402, 3.901)
H (0.974, -0.375, -7.986)
O (-2.458, 1.709, -2.877)
C (-2.589, 3.206, -0.946)
H (0.226, -0.936, -14.819)
O (0.167, 6.900, 4.586)
C (0.817, 1.510, -9.106)
O (-5.690, -0.576, 2.812)
O (1.511, 0.361, -12.079)
H (3.480, -4.412, 5.866)
H (-4.801, -7.355, 5.348)
C (4.261, 4.333, -8.974)
C (-1.464, -1.229, -3.302)
H (3.896, 3.291, -7.163)
H (-0.401, -1.795, -12.596)
O (3.548, -0.816, 3.749)
C (-6.706, 3.572, 1.937)
H (0.552, 0.595, 2.561)
H (6.344, 2.227, -10.019)
H (-0.920, -2.382, -5.048)
C (-5.562, -1.003, -0.591)
C (-2.177, 7.558, 4.311)
C (-0.626, -1.451, -4.559)
H (1.689, 1.228, -13.934)
H (6.817, 3.496, -8.030)
O (-5.191, -0.380, 0.656)
C (-5.810, -0.993, 1.694)
H (1.024, 4.666, 6.364)
O (-7.729, -4.606, 3.372)
H (9.068, -2.495, 5.974)
H (-2.814, 5.493, 2.459)
H (-0.692, -0.644, -5.282)
C (3.768, 3.188, 5.218)
C (1.014, 0.551, -13.418)
H (-4.259, -5.816, 4.674)
H (3.211, -3.339, 3.712)
C (5.881, -1.613, 6.158)
H (-3.160, 4.432, 3.841)
C (2.009, -5.396, 4.607)
H (-4.863, 2.787, 4.367)
H (2.630, -5.968, 2.640)
C (-6.880, -5.407, 3.628)
H (1.532, -4.402, 7.834)
H (1.818, -2.275, 5.635)
H (8.569, -0.861, 5.507)
H (-3.622, 6.289, 5.291)
H (-0.534, 0.518, -7.698)
H (5.665, -0.558, 5.962)
C (-3.098, 2.379, -2.112)
C (-6.617, -2.166, 1.188)
C (-3.351, 6.580, 4.276)
C (2.542, -4.969, 5.986)
H (-6.738, -2.819, -0.920)
C (7.412, -2.396, 4.616)
H (1.787, 1.254, -9.529)
C (-3.855, 3.461, -0.134)
H (4.842, 1.570, -9.340)
O (-6.198, -6.065, 2.659)
C (0.867, 2.892, -8.468)
H (-4.935, 1.632, 3.018)
H (0.027, 1.012, -13.352)
O (1.445, 0.997, -5.661)
S (3.447, -1.034, 0.861)
C (4.725, 3.835, -7.620)
H (1.229, -4.694, 4.289)
O (4.650, 2.375, 5.070)
C (-6.891, 2.136, 3.831)
H (2.250, 5.720, 4.153)
H (6.047, 2.096, -7.280)
H (-7.131, -6.558, 5.393)
H (4.820, -2.768, 0.221)
O (-6.950, 4.323, 1.036)
O (4.763, 3.537, -9.948)
H (-4.694, -0.990, -1.245)
C (-6.033, -2.400, -0.206)
C (5.893, 2.918, -7.976)
C (-0.689, -1.975, -2.249)
C (0.669, -1.707, -12.795)
H (-8.608, 2.863, 2.640)
H (-2.476, -1.619, -3.370)
H (2.925, 3.326, 7.156)
H (-5.802, -8.009, 3.214)
C (0.535, 0.616, -7.903)
C (-0.970, 6.643, 4.301)
H (1.519, -6.372, 4.701)
H (-1.504, -0.171, -3.036)
H (1.005, 3.804, 4.828)
C (3.559, -3.854, 1.623)
H (-3.863, 4.393, 0.425)
H (0.744, 0.966, 0.833)
H (-7.251, 2.783, 4.633)
C (-5.067, -6.549, 4.666)
H (1.535, 3.578, -8.983)
H (-6.357, -0.406, -1.044)
H (1.430, -2.234, -4.558)
C (0.565, -1.169, 1.272)
O (-5.504, 3.557, 2.555)
C (2.650, 5.175, 4.999)
C (2.574, 3.106, 6.145)
H (5.110, -2.344, 1.900)
H (-6.306, -5.013, 5.659)
C (1.814, -2.611, 6.678)
O (3.621, 1.201, 2.458)
H (-4.243, 6.964, 3.786)
C (1.531, -4.113, 6.778)
O (1.551, -1.267, -10.555)
C (1.288, -0.907, -11.666)
C (0.246, 0.308, 1.552)
H (-5.060, 4.402, -1.691)
O (1.379, 2.664, -7.135)
H (1.938, -1.110, -14.432)
C (-5.309, -7.035, 3.241)
H (3.885, -6.159, 3.865)
H (5.019, -2.068, 6.638)
H (-5.178, -3.074, -0.138)
H (-4.010, 2.645, 0.573)
H (3.049, 5.884, 5.725)
C (0.774, -1.589, -3.978)
H (-0.260, -1.625, 0.727)
B (3.534, -0.136, 2.572)
H (4.171, 1.513, 3.209)
C (-2.741, 5.390, 3.545)
C (1.163, 1.387, -6.761)
H (-4.410, -7.077, 2.632)
C (1.742, -1.385, 0.336)

Atoms 1-2, force components in eV/Å:
-0.06 0.08 0.02
0.02 -0.05 0.05

Here are the Mulliken charges for atoms 1 to 99, given in e: -0.520 -0.477 0.365 0.258 0.344 -0.610 -0.574 1.334 0.284 -1.293 -0.003 0.351 0.538 -0.223 0.101 0.328 0.671 -0.082 -0.267 -0.339 -0.473 0.273 0.507 0.333 0.188 0.365 -0.212 0.448 -0.004 0.255 0.346 0.406 -0.068 0.323 0.343 0.278 -0.569 -0.593 -0.096 0.377 -0.666 -0.375 0.469 0.055 -0.230 -0.338 -0.639 -0.325 -0.327 0.346 -0.682 -0.381 0.326 -0.559 -0.280 -0.640 -0.287 -0.027 0.325 0.467 -0.178 -0.044 0.257 0.181 0.392 0.305 0.341 0.311 -0.118 -0.567 -0.366 0.305 0.264 -0.232 0.408 0.355 -0.587 0.371 -0.022 0.016 0.656 -0.448 0.233 -0.490 0.135 0.060 -0.654 0.318 0.501 0.624 0.353 0.005 0.250 0.304 0.335 0.183 0.574 -0.081 -0.565


> Which value of Kohn-Sham gap does entry 2 give?

9.31 eV